A 15-piece molecular cluster, C36H105N3O27 overall, computed with the ωB97M-V functional and the def2-TZVPD basis.

Each line ends with the Löwdin charge.
CARTESIAN COORDINATES (ANGSTROEM)
C1 0.258 -0.396 -5.663  -0.0342
C2 0.187 0.447 -4.410  -0.4252
C3 -0.190 1.915 -4.585  -0.1811
O1 0.764 2.662 -5.344  -0.1806
C4 0.602 4.047 -5.201  -0.1195
N1 -0.825 -0.119 -3.582  0.0434
H1 0.816 0.140 -6.432  0.0769
H2 -0.730 -0.503 -6.109  0.0834
H3 0.772 -1.321 -5.402  0.0672
H4 1.115 0.425 -3.838  0.1369
H5 -0.407 2.343 -3.607  0.1122
H6 -1.111 2.032 -5.157  0.1214
H7 -0.439 4.317 -5.376  0.0787
H8 1.268 4.640 -5.827  0.0893
H9 0.867 4.372 -4.195  0.0760
H10 -1.626 -0.424 -4.116  0.0589
H11 -0.533 -1.076 -3.445  0.0347
C5 2.269 -2.849 -3.006  -0.0420
C6 1.021 -3.800 -3.045  -0.3702
C7 1.063 -4.845 -1.892  -0.1895
O2 2.204 -5.674 -2.071  -0.1600
C8 2.469 -6.406 -0.908  -0.1304
N2 -0.103 -2.920 -2.890  0.0317
H12 3.059 -3.550 -2.737  0.0675
H13 2.229 -2.045 -2.271  0.0542
H14 2.331 -2.295 -3.943  0.0609
H15 0.937 -4.259 -4.030  0.1407
H16 0.151 -5.441 -1.917  0.1122
H17 0.989 -4.267 -0.971  0.1149
H18 3.437 -6.906 -0.948  0.0867
H19 1.854 -7.276 -0.679  0.0854
H20 2.541 -5.807 0.000  0.0740
H21 -0.915 -3.502 -2.740  0.0619
H22 -0.138 -2.440 -2.002  0.0363
C9 -0.926 4.186 -0.289  -0.0636
C10 -2.362 4.621 0.026  -0.3632
C11 -3.123 5.036 -1.284  -0.2151
O3 -2.452 6.112 -1.869  -0.1824
C12 -2.990 6.403 -3.136  -0.1098
N3 -2.979 3.527 0.836  0.0521
H23 -0.403 3.725 0.549  0.0653
H24 -0.333 5.029 -0.646  0.0745
H25 -0.866 3.585 -1.196  0.0674
H26 -2.388 5.521 0.640  0.1350
H27 -4.154 5.330 -1.089  0.1218
H28 -3.131 4.171 -1.948  0.1177
H29 -4.036 6.709 -3.159  0.0916
H30 -2.686 5.590 -3.795  0.0815
H31 -2.404 7.235 -3.525  0.0874
H32 -3.943 3.754 1.035  0.0800
H33 -3.000 2.762 0.177  0.0532
C13 -4.691 -0.048 -1.334  -0.2001
C14 -4.792 -1.603 -1.186  -0.1595
O4 -4.923 -1.970 0.206  -0.1013
O5 -5.994 0.447 -1.653  -0.0803
H34 -3.998 0.127 -2.157  0.0946
H35 -4.389 0.391 -0.383  0.1114
H36 -3.888 -2.021 -1.628  0.1134
H37 -5.656 -2.007 -1.714  0.1288
H38 -5.843 -1.880 0.468  0.1146
H39 -6.057 0.465 -2.611  0.0163
C15 0.187 -2.472 3.891  -0.2435
C16 -0.338 -3.655 3.093  -0.2353
O6 -0.052 -4.916 3.665  -0.0496
O7 -0.388 -2.348 5.158  -0.0749
H40 0.013 -1.499 3.431  0.1119
H41 1.266 -2.589 3.995  0.1065
H42 -0.081 -3.639 2.034  0.1110
H43 -1.423 -3.559 3.136  0.1019
H44 -0.271 -4.786 4.590  0.0791
H45 0.053 -1.593 5.554  0.0572
C17 -3.147 0.144 4.491  -0.2212
C18 -3.978 -0.470 3.360  -0.2131
O8 -3.183 -1.336 2.534  -0.0930
O9 -2.736 -0.857 5.413  -0.0640
H46 -3.792 0.831 5.038  0.1199
H47 -2.236 0.623 4.133  0.0994
H48 -4.538 0.190 2.697  0.1079
H49 -4.805 -1.089 3.708  0.1160
H50 -3.735 -1.633 1.807  0.0332
H51 -2.094 -1.463 5.037  0.0373
C19 -0.480 -0.579 0.476  -0.1539
C20 -0.650 0.845 -0.112  -0.2305
O10 -1.663 0.950 -1.103  -0.0992
O11 0.271 -1.510 -0.392  -0.1190
H52 -1.477 -0.970 0.681  0.1022
H53 0.149 -0.440 1.355  0.1014
H54 0.311 1.050 -0.583  0.1139
H55 -0.859 1.536 0.704  0.0863
H56 -1.264 0.695 -1.938  0.0094
H57 1.181 -1.207 -0.438  0.0258
C21 5.330 -0.315 -2.619  -0.2133
C22 6.503 -1.231 -3.084  -0.2607
O12 7.719 -0.653 -2.816  -0.0397
O13 5.362 -0.118 -1.226  -0.0628
H58 4.415 -0.765 -3.007  0.1146
H59 5.485 0.586 -3.212  0.1036
H60 6.405 -1.525 -4.129  0.1228
H61 6.584 -2.128 -2.469  0.1228
H62 7.683 0.245 -3.152  0.0892
H63 6.142 0.418 -1.064  0.1100
C23 2.508 -0.819 6.714  -0.1930
C24 2.848 -2.297 6.449  -0.2109
O14 3.682 -2.475 5.274  -0.0786
O15 1.481 -0.200 5.877  -0.0715
H64 3.458 -0.285 6.736  0.1040
H65 2.249 -0.807 7.773  0.1133
H66 1.959 -2.927 6.437  0.1128
H67 3.402 -2.666 7.313  0.1128
H68 4.486 -1.958 5.362  0.0759
H69 1.812 0.621 5.504  0.0298
C25 4.060 -3.184 0.429  -0.2179
C26 3.297 -2.136 1.237  -0.1525
O16 2.954 -1.087 0.272  -0.1037
O17 5.375 -2.687 0.204  -0.0616
H70 3.641 -3.367 -0.560  0.1016
H71 4.071 -4.103 1.015  0.1172
H72 3.720 -1.798 2.183  0.1241
H73 2.325 -2.568 1.478  0.1015
H74 3.745 -0.570 0.103  0.0556
H75 5.296 -2.133 -0.576  0.0309
C27 -2.361 -4.557 -0.425  -0.2178
C28 -3.396 -5.019 0.572  -0.2541
O18 -4.673 -4.731 0.091  -0.0539
O19 -2.564 -5.076 -1.792  -0.0788
H76 -1.368 -4.829 -0.070  0.0990
H77 -2.242 -3.474 -0.462  0.1043
H78 -3.126 -4.584 1.534  0.1133
H79 -3.383 -6.102 0.701  0.1239
H80 -4.786 -3.778 0.135  0.0252
H81 -2.529 -6.029 -1.683  0.0793
C29 2.748 3.853 -0.838  -0.2257
C30 3.518 2.678 -1.577  -0.2316
O20 4.109 3.207 -2.729  -0.0743
O21 3.643 4.716 -0.162  -0.0515
H82 2.101 3.427 -0.071  0.1052
H83 2.110 4.363 -1.559  0.1055
H84 2.838 1.933 -1.988  0.1114
H85 4.302 2.358 -0.890  0.1086
H86 4.563 2.524 -3.228  0.0619
H87 4.248 4.974 -0.861  0.0788
C31 3.891 2.400 5.351  -0.1862
C32 3.352 3.209 6.568  -0.2237
O22 2.715 4.405 6.178  -0.0584
O23 2.785 1.998 4.516  -0.1066
H88 4.509 1.527 5.564  0.1076
H89 4.459 3.026 4.662  0.1195
H90 4.237 3.466 7.150  0.1197
H91 2.606 2.606 7.086  0.1155
H92 1.998 4.229 5.564  0.0407
H93 2.388 2.742 4.056  0.0542
C33 -1.467 3.406 4.550  -0.2623
C34 -0.212 2.771 4.089  -0.2082
O24 0.762 3.809 4.050  -0.0961
O25 -2.055 4.269 3.613  -0.0535
H94 -1.288 4.056 5.407  0.1358
H95 -2.183 2.650 4.872  0.1004
H96 -0.250 2.294 3.110  0.1243
H97 0.074 2.092 4.891  0.1189
H98 0.309 4.643 4.189  0.0992
H99 -2.290 3.753 2.839  0.0352
C35 -4.263 0.473 -5.723  -0.2495
C36 -5.441 1.117 -4.939  -0.2245
O26 -6.287 0.159 -4.376  -0.0647
O27 -3.640 -0.277 -4.777  -0.0654
H100 -3.627 1.204 -6.222  0.1209
H101 -4.567 -0.144 -6.569  0.1188
H102 -5.999 1.845 -5.527  0.1184
H103 -5.086 1.810 -4.176  0.1259
H104 -6.862 -0.249 -5.027  0.1207
H105 -4.339 -0.882 -4.519  0.0913

Results
- Net charge: 0
- F_max: 2.8 eV Å⁻¹
- E: -3630.06032 hartree
- Molar mass: 1012.23 g mol⁻¹
- Kohn-Sham gap: 9.2 eV
- Highest occupied orbital energy: -9.06 eV
- Energy above the lowest of the compared OMol25 structures with the same formula, charge and spin: 38.7 kJ/mol